Model a:
Density functional theory data (ωB97M-V with the def2-TZVPD basis set) for 11 unconnected molecules or ions with the total composition C11H44O11.

SMILES: CO.CO.CO.CO.CO.CO.CO.CO.CO.CO.CO
E_HOMO, eV: -9.7
Lowest unoccupied orbital energy, Eh: 0.01616
Orbital gap, eV: 10.2

Each line ends with the natural charge from an NBO analysis.
Cartesian coordinates (Å):
C 2.7219 2.6705 -0.0388  -0.25
O 3.5669 3.6666 -0.5910  -0.73
H 1.7298 2.7814 -0.4738  0.17
H 3.1151 1.6595 -0.1492  0.17
H 2.5469 2.8453 1.0306  0.17
H 4.1266 4.0281 0.0990  0.47
C -3.2607 -0.8997 2.1982  -0.25
O -3.5421 -0.5040 0.8686  -0.72
H -3.4888 -1.9636 2.3497  0.16
H -2.1876 -0.8306 2.3867  0.17
H -3.8126 -0.3188 2.9381  0.17
H -4.2489 -1.0706 0.5516  0.47
C -0.0519 0.1981 -0.1642  -0.25
O 0.8221 -0.6028 0.6128  -0.74
H 0.5022 0.9502 -0.7155  0.18
H -0.5486 -0.4101 -0.9355  0.16
H -0.8537 0.6212 0.4454  0.17
H 0.3138 -1.1806 1.1894  0.47
C -0.8011 -4.4781 1.0726  -0.25
O 0.4468 -3.7937 0.9461  -0.75
H -0.6699 -5.5290 1.3406  0.17
H -1.3487 -3.9723 1.8641  0.17
H -1.3549 -4.4256 0.1320  0.17
H 0.9260 -4.1842 0.2080  0.48
C 3.4819 -2.5097 1.9808  -0.25
O 3.7508 -3.8402 1.5636  -0.73
H 4.0421 -2.3075 2.9018  0.15
H 3.8488 -1.7680 1.2610  0.16
H 2.4125 -2.3871 2.0893  0.19
H 4.6649 -3.8916 1.2745  0.46
C -0.6113 4.6810 -1.2454  -0.24
O -2.0363 4.6332 -1.1889  -0.73
H -0.2085 3.7005 -1.4642  0.18
H -0.3343 5.3921 -2.0313  0.17
H -0.2092 5.0831 -0.3106  0.16
H -2.3670 5.4623 -0.8359  0.46
C 0.5900 1.9324 -3.5786  -0.25
O 0.6937 0.8029 -4.4186  -0.74
H 1.5229 1.9436 -3.0111  0.18
H 0.5431 2.8657 -4.1526  0.16
H -0.2691 1.8895 -2.9022  0.16
H -0.1889 0.6222 -4.7633  0.49
C -1.7949 3.9153 2.1663  -0.25
O -2.3159 3.9820 3.4891  -0.73
H -0.8442 4.4337 2.1681  0.18
H -1.7306 2.8647 1.8641  0.17
H -2.4869 4.3593 1.4444  0.17
H -3.2375 3.7136 3.4834  0.46
C -1.9615 -1.1182 -4.3506  -0.26
O -2.0300 0.2605 -4.6950  -0.76
H -1.4847 -1.6683 -5.1606  0.18
H -1.4316 -1.2694 -3.4087  0.19
H -2.9546 -1.5647 -4.2281  0.17
H -2.9009 0.6251 -4.5307  0.49
C 0.3103 -2.0913 4.3020  -0.25
O 0.7527 -1.0685 5.1703  -0.72
H 0.9321 -2.9947 4.3619  0.17
H -0.7167 -2.4137 4.4725  0.17
H 0.4656 -1.8209 3.2506  0.16
H 1.5030 -1.3970 5.6688  0.47
C 1.5656 -2.3877 -2.5912  -0.26
O 0.3551 -2.7681 -1.9108  -0.75
H 2.4413 -2.6025 -1.9739  0.16
H 1.5787 -2.8603 -3.5651  0.18
H 1.5823 -1.3002 -2.7357  0.18
H 0.4290 -2.3901 -1.0245  0.48

***

Model b:
Density functional theory data (ωB97M-V with the def2-TZVPD basis set) for 11 unconnected molecules or ions with the total composition C11H44O11.

SMILES: CO.CO.CO.CO.CO.CO.CO.CO.CO.CO.CO
E_HOMO, eV: -10.3
Lowest unoccupied orbital energy, Eh: 0.00534
Orbital gap, eV: 10.4

Each line ends with the natural charge from an NBO analysis.
Cartesian coordinates (Å):
C -1.8531 1.9695 5.8595  -0.24
O -1.8065 2.9735 6.8492  -0.72
H -1.4252 2.3711 4.9409  0.19
H -1.3520 1.0749 6.2291  0.16
H -2.8828 1.6739 5.6584  0.16
H -2.1888 2.6015 7.6473  0.46
C 5.4103 -0.6549 -1.9821  -0.25
O 6.7992 -0.2968 -2.0015  -0.73
H 5.0294 -0.6140 -0.9616  0.16
H 4.8118 0.0400 -2.5713  0.17
H 5.3000 -1.6811 -2.3323  0.18
H 6.9095 0.6218 -2.2578  0.47
C -3.7710 4.1167 -0.3861  -0.25
O -4.2039 3.7431 0.9148  -0.72
H -2.9182 4.7934 -0.3306  0.15
H -3.4434 3.2350 -0.9368  0.19
H -4.4311 4.7680 -0.9590  0.16
H -4.4291 4.5451 1.3919  0.46
C 2.5557 -1.1854 4.2150  -0.26
O 3.8056 -0.7545 4.8382  -0.72
H 2.1338 -2.1023 4.6267  0.18
H 1.7409 -0.4615 4.2041  0.16
H 2.7327 -1.4105 3.1632  0.16
H 4.1755 -0.0755 4.2692  0.47
C -4.9223 -1.2620 -3.5947  -0.24
O -5.3385 -1.1438 -4.9220  -0.72
H -4.0880 -0.5866 -3.4055  0.16
H -5.7766 -1.0386 -2.9557  0.18
H -4.6934 -2.3073 -3.3868  0.16
H -4.6854 -1.5700 -5.4819  0.46
C 4.4875 3.1961 1.3887  -0.25
O 5.2036 2.2640 2.2072  -0.73
H 3.9699 3.9188 2.0194  0.17
H 5.2034 3.6295 0.6903  0.17
H 3.7128 2.5983 0.9085  0.18
H 6.0409 2.6969 2.3893  0.46
C -0.3367 -0.1099 -0.0597  -0.26
O -0.5956 -1.3303 -0.7586  -0.73
H 0.6777 -0.1681 0.3350  0.16
H -0.2607 0.6208 -0.8649  0.18
H -1.0341 0.2023 0.7176  0.18
H -0.8499 -1.9524 -0.0731  0.47
C -1.0723 -5.0326 1.6902  -0.25
O -1.0650 -3.7427 2.2989  -0.73
H -1.4897 -4.8724 0.6961  0.18
H -0.0977 -5.5088 1.5833  0.17
H -1.7632 -5.6592 2.2543  0.17
H -1.1050 -3.8648 3.2502  0.47
C 1.6893 -2.7523 -5.0657  -0.25
O 1.5569 -1.5349 -4.3993  -0.73
H 0.9628 -2.8424 -5.8733  0.16
H 2.7255 -2.8443 -5.3909  0.18
H 1.6194 -3.5595 -4.3366  0.16
H 0.9029 -1.6809 -3.7119  0.47
C 3.0596 2.7080 -6.1986  -0.25
O 1.9083 2.5602 -5.3529  -0.73
H 3.0668 2.0948 -7.0997  0.17
H 3.3069 3.7377 -6.4568  0.18
H 3.9226 2.4341 -5.5917  0.16
H 1.8421 1.6389 -5.0914  0.47
C -5.2351 -1.2277 2.7620  -0.25
O -6.5653 -1.7499 2.9614  -0.74
H -4.4920 -1.6061 3.4640  0.16
H -5.0096 -1.6714 1.7923  0.18
H -5.2566 -0.1401 2.6931  0.17
H -6.8256 -1.8322 3.8818  0.47

***

Referenced to the most stable arrangement, the calculated values in kcal/mol are model a 0.0; model b 28.0.

***

Model a:
Density functional theory data (ωB97M-V with the def2-TZVPD basis set) for a single C2H9N3O molecule.

SMILES: C[C@H](O)N(N)N
E_HOMO, eV: -8.4
Lowest unoccupied orbital energy, Eh: 0.03246
Orbital gap, eV: 9.3

Each line ends with the natural charge from an NBO analysis.
Cartesian coordinates (Å):
C -1.6562 0.7464 0.2174  -0.64
C -0.7777 -0.3721 -0.2596  0.26
O -1.1166 -1.6472 0.2701  -0.74
N 0.5404 -0.0641 0.1785  -0.18
N 1.3766 -1.2130 0.0695  -0.68
N 1.2391 1.1518 -0.3283  -0.70
H -1.4070 0.8746 1.3337  0.22
H -2.7249 0.4720 0.0822  0.23
H -1.4297 1.7210 -0.2628  0.21
H -0.8616 -0.3866 -1.5347  0.09
H -0.1773 -2.1325 0.3607  0.51
H 1.8189 -1.2815 -0.9633  0.33
H 2.1828 -1.0028 0.7282  0.37
H 0.7906 1.9820 0.0744  0.36
H 2.2026 1.1518 0.0340  0.36

***

Model b:
Density functional theory data (ωB97M-V with the def2-TZVPD basis set) for 2 unconnected molecules or ions with the total composition C2H9N3O.

SMILES: [H]/N=C(\N)NC.O
E_HOMO, eV: -8.5
Lowest unoccupied orbital energy, Eh: 0.03110
Orbital gap, eV: 9.4

Each line ends with the natural charge from an NBO analysis.
Cartesian coordinates (Å):
H -0.7092 -2.0871 0.5615  0.35
N -0.0877 -1.8517 1.3288  -0.83
C 0.7508 -0.9418 0.9621  0.60
N 1.4789 -1.0597 -0.2405  -0.84
N 1.2218 0.0404 1.7718  -0.61
C 0.4527 0.3726 2.9552  -0.41
H 2.4705 -0.8696 -0.1768  0.37
H 1.3754 -1.9843 -0.6281  0.38
H 2.2179 0.1611 1.7641  0.38
H 1.0671 1.0267 3.5705  0.20
H 0.2005 -0.5300 3.5140  0.21
H -0.4446 0.9071 2.6935  0.20
O -3.1421 2.4586 -6.2815  -0.95
H -3.1792 1.5015 -6.2149  0.47
H -3.6729 2.8560 -5.5800  0.47

***

Model c:
Density functional theory data (ωB97M-V with the def2-TZVPD basis set) for a molecular structure, C2H9N3O.

E_HOMO, eV: -7.1
Lowest unoccupied orbital energy, Eh: 0.02258
Orbital gap, eV: 7.7

Each line ends with the natural charge from an NBO analysis.
Cartesian coordinates (Å):
C -0.5374 -0.0833 -0.3623  0.36
C 1.6667 -0.5205 0.5195  0.05
N 0.0499 0.4937 0.7012  -0.62
N -1.8016 1.3799 -0.3991  -1.09
N -1.2278 -1.2443 -0.1326  -0.83
O 2.6137 0.3488 0.0101  -0.71
H 3.0105 -0.0384 -0.7832  0.48
H 0.4461 1.4071 0.5242  0.38
H -0.1323 0.0079 -1.3692  0.17
H -2.6934 1.1870 0.0572  0.34
H -1.5490 2.3454 -0.1902  0.34
H -1.6118 -1.7590 -0.9111  0.40
H -1.6127 -1.3870 0.7914  0.40
H 1.8193 -0.6858 1.5803  0.17
H 1.5597 -1.4513 -0.0361  0.17

***

Referenced to the most stable arrangement, the calculated values in kcal/mol are model a 54.6; model b 0.0; model c 77.8.

***

Model a:
Density functional theory data (ωB97M-V with the def2-TZVPD basis set) for a single C4H7NO4 molecule.

SMILES: N[C@@H](CC(=O)O)C(=O)O
E_HOMO, eV: -10.2
Lowest unoccupied orbital energy, Eh: 0.01594
Orbital gap, eV: 10.6

Each line ends with the natural charge from an NBO analysis.
Cartesian coordinates (Å):
N 0.5726 -0.5544 -1.9192  -0.85
C -0.0504 -0.3922 -0.5858  -0.17
C 0.9660 -0.0506 0.6209  -0.52
C 0.1804 0.1347 2.0229  0.82
O 0.3529 1.0368 2.8505  -0.59
O -0.6394 -0.8931 2.2249  -0.69
C -1.0186 0.8057 -0.6837  0.77
O -1.3809 1.5424 0.1752  -0.57
O -1.4453 0.9808 -1.9289  -0.68
H 1.3148 0.2016 -2.0745  0.38
H 0.9693 -1.4647 -1.8092  0.38
H -0.8112 -1.2793 -0.4528  0.24
H 1.3621 0.9975 0.4981  0.24
H 1.7787 -0.7629 0.6472  0.23
H -1.2110 -0.6972 2.9527  0.50
H -0.9401 0.3949 -2.5383  0.51

***

Model b:
Density functional theory data (ωB97M-V with the def2-TZVPD basis set) for a single C4H7NO4 molecule.

SMILES: C[N@@+]1(C(=O)O)C[C@]1([O-])O
E_HOMO, eV: -9.6
Lowest unoccupied orbital energy, Eh: 0.02378
Orbital gap, eV: 10.2

Each line ends with the natural charge from an NBO analysis.
Cartesian coordinates (Å):
C -0.3525 -0.8601 -1.5596  -0.41
N -0.2306 -0.2355 -0.2556  -0.44
C -0.0864 1.2557 -0.1418  0.95
O 0.3619 1.8911 -1.0850  -0.65
O -1.1480 1.7325 0.5937  -0.71
C -0.4745 -0.9676 1.0241  -0.32
C 0.9836 -0.7653 0.9571  0.79
O 1.9946 -1.3530 0.7054  -0.57
O 1.1065 0.8832 1.4053  -0.80
H 0.4432 -0.4640 -2.1909  0.24
H -0.2227 -1.9414 -1.4931  0.21
H -1.3223 -0.6123 -1.9963  0.21
H -1.2177 2.6661 0.3400  0.50
H -1.0312 -0.3894 1.7557  0.26
H -0.7820 -1.9996 0.8668  0.24
H 1.9780 1.1596 1.0741  0.49

***

Referenced to the most stable arrangement, the calculated values in kcal/mol are model a 0.0; model b 54.5.

***

Model a:
Density functional theory data (ωB97M-V with the def2-TZVPD basis set) for a single C4H7NO4 molecule.

SMILES: [H]/N=C(\O)[C@@H](CO)OC=O
E_HOMO, eV: -10.9
Lowest unoccupied orbital energy, Eh: 0.00921
Orbital gap, eV: 11.2

Each line ends with the natural charge from an NBO analysis.
Cartesian coordinates (Å):
H -2.4224 -1.7859 0.1825  0.41
N -1.7074 -1.1640 -0.6368  -0.59
C -0.8435 -0.8053 0.1829  0.50
O -1.4263 -1.3015 1.6232  -0.80
C 0.2030 0.2725 0.1667  -0.02
C 1.5787 -0.3001 0.4988  -0.07
O 2.0518 -1.1932 -0.4680  -0.70
O 0.2438 0.8818 -1.1150  -0.49
C -0.7010 1.7657 -1.4307  0.66
O -0.6469 2.3980 -2.4497  -0.53
H -0.9608 -0.7837 2.2939  0.46
H -0.0637 1.0232 0.9283  0.21
H 1.5627 -0.8276 1.4613  0.20
H 2.2623 0.5500 0.6448  0.18
H 2.2979 -0.7006 -1.2607  0.48
H -1.4283 1.9707 -0.6215  0.11

***

Model b:
Density functional theory data (ωB97M-V with the def2-TZVPD basis set) for a single C4H7NO4 molecule.

SMILES: O=CCC/C(O)=[N+](\[O-])O
E_HOMO, eV: -8.8
Lowest unoccupied orbital energy, Eh: 0.00658
Orbital gap, eV: 9.0

Each line ends with the natural charge from an NBO analysis.
Cartesian coordinates (Å):
O -2.1312 -2.2384 -0.2240  -0.51
C -1.1931 -1.5122 0.0211  0.45
C -1.2332 -0.0368 0.1448  -0.53
C 0.1412 0.5379 0.6572  -0.45
C 1.3018 0.0536 -0.2369  0.43
O 1.1630 -0.0750 -1.5591  -0.71
N 2.3685 -0.3623 0.3290  0.31
O 2.6033 -0.5117 1.5317  -0.51
O 3.3087 -0.7490 -0.6014  -0.55
H -0.0500 -1.9610 0.1120  0.09
H -1.9006 0.5200 0.8818  0.25
H -1.4093 0.2731 -0.8885  0.25
H -0.0815 1.6390 0.5036  0.22
H 0.4294 0.3291 1.6192  0.25
H 1.4576 0.6566 -2.2349  0.52
H 3.2073 -1.6834 -0.6726  0.48

***

Referenced to the most stable arrangement, the calculated values in kcal/mol are model a 0.0; model b 56.5.